[1]
The following is a DFT calculation (the ωB97M-V functional and the def2-TZVPD basis) of a molecular structure, C10H10N4RuS2.

```
27
Properties=species:S:1:pos:R:3:forces:R:3:lowdin_spin:R:1
Ru 0.029726 1.375605 0.194975 -0.5 0.0 0.4 2.33
S 1.499608 -0.193400 -0.713372 0.0 -0.2 0.0 0.37
C 0.745418 -1.676480 -0.351973 -0.2 0.1 0.1 0.16
C 1.293846 -2.867430 -0.889561 0.0 -0.2 0.0 0.10
C 0.703213 -4.086787 -0.639087 0.2 0.3 -0.1 0.03
C 1.263038 -5.278519 -1.189080 0.0 -0.1 0.0 0.00
N 1.713854 -6.237960 -1.627142 0.0 -0.1 0.0 0.00
C -0.461301 -4.144451 0.161472 0.0 -0.1 0.0 0.18
C -1.012838 -2.964607 0.714011 0.0 0.3 0.1 0.07
C -0.427288 -1.750416 0.463568 0.0 -0.1 0.1 0.10
S -1.121040 -0.298299 1.173943 0.4 0.3 -0.4 0.43
C -1.086974 -5.383282 0.434758 0.1 0.2 0.0 0.02
N -1.600283 -6.385334 0.674370 -0.1 -0.2 0.0 0.15
H 2.179335 -2.820955 -1.510772 0.0 0.0 0.0 0.00
H -1.892341 -3.045169 1.339986 0.0 0.0 0.0 0.00
N -1.195286 2.975377 1.006244 0.1 -0.2 0.0 0.02
C -0.444927 4.260238 0.886283 0.1 0.1 -0.1 0.01
C 0.128984 4.331003 -0.511668 -0.1 0.2 0.2 0.00
N 0.958904 3.114038 -0.738932 0.1 -0.2 -0.2 0.01
H -2.057280 3.045187 0.462381 0.0 0.0 0.0 0.01
H -1.494726 2.838289 1.970375 0.0 0.0 0.0 0.00
H 0.351670 4.256423 1.633412 0.0 0.0 0.0 0.00
H -1.097365 5.109204 1.093389 0.0 0.0 0.0 0.00
H 0.720376 5.237064 -0.644550 0.0 0.0 0.0 0.00
H -0.671802 4.339728 -1.253373 0.0 0.0 0.0 0.00
H 1.905908 3.279458 -0.397586 0.0 0.0 0.1 0.01
H 1.069565 2.971477 -1.742073 0.1 0.0 0.0 0.01
```
Forces are in eV/Å.

Summary:
E_tot: -1496.67834 Ha
Strongest force on any atom: 0.68 eV Å⁻¹
HOMO energy (alpha / beta): -16.1835 / -16.7505 eV
Lowest unoccupied orbital energy (alpha / beta): -7.700 / -11.281 eV
Spin multiplicity: 5
<S²>: 6.044
Total charge: +2


[2]
The following is a DFT calculation (the ωB97M-V functional and the def2-TZVPD basis) of C22H28N4O5 in the gas phase.

```
59
Properties=species:S:1:pos:R:3:forces:R:3:mulliken_charge:R:1
C -9.015287 -1.286159 0.009755 0.4 0.0 -0.2 -1.12
C -7.906411 -1.791283 -0.901357 -0.4 -0.4 0.1 -0.29
O -6.746924 -0.962183 -0.829682 0.2 0.2 0.0 -0.38
C -5.924203 -1.191754 0.215556 0.0 0.1 0.0 0.79
O -6.072950 -2.082660 1.019039 -0.2 -0.4 0.1 -0.65
N -4.911275 -0.290841 0.273653 0.0 0.1 0.0 0.16
C -3.843803 -0.482526 1.226799 0.2 -0.3 0.1 -1.25
C -2.562274 -0.918998 0.499253 -0.2 0.0 0.4 -0.49
N -2.235155 0.032878 -0.546606 0.4 0.1 -0.2 0.00
C -1.413756 1.077134 -0.300398 0.2 -0.2 0.4 0.58
C -0.260872 1.288178 0.466891 -0.2 -0.3 -0.3 0.67
N 0.596380 0.515245 1.158826 -0.4 0.1 0.1 0.03
C 0.943724 -0.816552 0.702918 0.2 -0.2 -0.4 -0.56
C 2.203980 -0.746928 -0.168880 -0.3 -0.2 0.1 -0.98
N 3.282188 -0.149840 0.588013 -0.2 0.0 0.2 0.24
C 4.597503 -0.458285 0.214954 0.3 0.1 -0.1 -0.04
C 4.994307 -1.798308 0.168619 0.1 0.1 -0.1 -0.24
C 6.287047 -2.144979 -0.147433 0.2 0.1 -0.1 -0.72
C 7.243104 -1.164602 -0.417269 -0.1 0.1 0.0 0.82
O 8.496946 -1.617181 -0.715231 -0.3 -0.2 0.1 -0.46
C 9.496988 -0.671338 -0.999457 0.1 0.1 0.0 -0.83
C 6.862818 0.168435 -0.362161 0.4 -0.2 -0.1 -0.52
C 5.555561 0.512344 -0.056211 -0.4 -0.1 0.0 -0.55
C 2.953812 1.201941 0.982842 -0.2 -0.1 0.3 -0.73
C 1.692661 1.161632 1.853839 0.4 0.4 0.1 -1.35
C -0.313614 2.743780 0.227824 0.2 0.6 0.6 -0.04
O 0.211608 3.708405 0.734322 0.0 -0.2 -0.3 -0.65
C -1.422099 2.473704 -0.767278 -0.2 0.2 -0.8 -0.01
O -1.984836 3.070992 -1.657131 0.0 -0.1 0.4 -0.66
C -3.320371 0.236203 -1.489425 -0.4 0.2 -0.2 -0.86
C -4.601521 0.666940 -0.763492 0.1 0.0 -0.4 -0.72
H -9.901435 -1.900615 -0.120329 -0.1 -0.1 0.0 0.39
H -8.694399 -1.344409 1.046813 0.0 0.0 0.1 0.31
H -9.258687 -0.253589 -0.229064 -0.1 0.1 0.0 0.29
H -7.629565 -2.814350 -0.626851 0.0 0.2 -0.1 0.33
H -8.209326 -1.755165 -1.949972 0.1 0.0 0.1 0.32
H -4.158134 -1.244646 1.941096 0.1 0.1 0.0 0.50
H -3.662592 0.462679 1.750824 0.0 -0.1 0.0 0.31
H -1.745204 -0.979832 1.216714 0.0 0.0 0.0 0.46
H -2.722076 -1.899456 0.039277 0.0 0.0 0.1 0.32
H 1.139653 -1.441200 1.579564 0.0 0.0 -0.1 0.27
H 0.125104 -1.239302 0.121959 0.0 0.0 0.0 0.44
H 1.972376 -0.143724 -1.065717 0.0 -0.1 0.0 0.17
H 2.485525 -1.747607 -0.493621 0.0 0.0 0.0 0.55
H 4.282369 -2.576580 0.398476 -0.1 -0.1 0.1 0.43
H 6.589809 -3.179498 -0.182614 0.0 -0.1 0.0 0.41
H 9.244380 -0.069209 -1.878675 0.0 0.0 0.0 0.34
H 10.397896 -1.247139 -1.205904 0.0 0.1 0.0 0.23
H 9.679694 -0.008993 -0.146609 0.0 0.0 0.0 0.33
H 7.568753 0.958660 -0.564070 0.1 0.0 0.0 0.37
H 5.293810 1.558791 -0.043363 -0.1 0.1 0.0 0.40
H 2.766695 1.857812 0.116318 0.1 0.0 0.0 0.39
H 3.772721 1.614746 1.571976 0.0 0.0 0.0 0.66
H 1.898391 0.583166 2.759300 0.0 0.1 0.0 0.40
H 1.397244 2.174314 2.125526 0.0 -0.1 0.0 0.53
H -3.028934 0.999255 -2.210181 0.0 -0.1 0.0 0.55
H -3.494444 -0.711293 -2.009283 0.0 0.1 0.0 0.38
H -5.433837 0.731191 -1.460828 0.1 0.1 0.1 0.45
H -4.441505 1.647380 -0.301259 0.0 0.0 -0.1 0.30
```
Forces are in eV/Å.

Summary:
E_tot: -1450.32933 Ha
Strongest force on any atom: 0.88 eV Å⁻¹
HOMO energy: -7.6937 eV
Lowest unoccupied orbital energy: 0.549 eV
Total charge: 0
Energy relative to the best compared isomer or geometry (same formula, charge and spin): 2.385 eV
Structure (SMILES): CCOC(=O)N1CCN(c2c(N3CCN(c4ccc(OC)cc4)CC3)c(=O)c2=O)CC1


- What is the formula in the second record?
  C22H28N4O5